(1)
# C23H37Br8NO7S

5 unconnected molecules or ions with the total composition C23H37Br8NO7S (ωB97M-V/def2-TZVPD, OMol25).

Calculated values
HOMO: -0.325 hartree
electronic energy: -611443.6879 eV
HOMO-LUMO gap: 0.3008 Eh
lowest unoccupied orbital energy: -0.650 eV
relative energy (zero: lowest compared OMol25 entry of this formula, charge and spin): 43.2 kcal per mole

Structure (XYZ):
```
77
Properties=species:S:1:pos:R:3:forces:R:3:lowdin_charge:R:1
Br 5.3128 2.3387 -6.3925 -0.09 -0.04 0.05 0.630
Br -0.1368 7.6926 -5.1407 0.11 0.02 0.05 0.617
Br -1.6466 -1.6027 8.2049 0.13 0.07 0.37 0.670
Br -2.1724 -6.3024 5.1918 0.05 -0.09 -0.08 0.643
Br 1.2159 5.8186 -2.2641 0.00 -0.04 0.01 0.619
Br -4.9130 -4.2886 6.5514 -0.07 0.03 -0.07 0.605
Br -1.8924 2.0643 7.8936 -0.04 -0.08 -0.07 0.614
Br 4.8853 2.1313 -2.7305 0.02 0.02 -0.09 0.684
S 0.0681 1.6179 -4.6628 -1.06 3.38 -1.98 0.726
O 1.4419 -0.9084 0.9096 -0.55 -0.70 -1.00 -0.135
O -0.7794 -3.7409 -5.6951 0.45 -0.17 -0.92 0.081
O 0.3981 1.6476 -3.0559 0.04 -1.22 -1.93 -0.157
O 1.6812 -0.3742 -3.3210 -0.68 0.91 -0.35 0.015
O 1.2458 1.7837 -5.5062 -0.32 -1.45 1.50 -0.290
O -1.0796 -1.8274 -6.4947 0.19 1.54 0.37 -0.154
O -0.8515 2.7306 -4.9087 0.49 -1.54 1.24 -0.296
N -0.5187 -3.1023 -6.6480 -0.33 -1.15 1.20 -0.018
C -4.0256 -5.8383 7.3148 -0.05 0.23 0.21 -0.694
C -0.6092 -0.4931 -2.4204 -0.65 0.09 -0.04 -0.077
C 1.4170 6.5241 -5.0319 -0.14 0.03 -0.21 -0.699
C -0.8714 0.0988 -5.0196 -0.40 -1.71 -0.19 -0.272
C 1.1484 5.3333 -4.1486 0.07 -0.01 0.14 -0.700
C 0.1291 -1.4674 0.8670 -1.51 1.21 0.33 -0.181
C 3.5281 -0.4959 -0.1903 -0.22 0.36 0.10 -0.033
C -0.5655 -1.4863 2.2776 0.48 -0.63 -0.42 -0.175
C -1.2090 -0.3233 4.3732 0.12 -1.40 -1.56 -0.066
C 0.7215 0.3191 -2.5405 0.73 -0.92 2.50 -0.509
C -1.9408 -2.7374 3.9348 0.70 1.37 -0.92 -0.077
C -0.0688 -0.9421 -5.9089 -0.12 0.78 -0.26 -0.146
C -1.9229 -1.5406 4.7827 0.70 0.27 -1.46 -0.118
C -3.2328 0.7673 8.4550 0.05 0.27 0.09 -0.687
C 4.0849 3.2984 -5.2244 0.20 0.03 -0.18 -0.719
C -1.5081 -0.5433 -3.7295 0.05 0.14 0.09 -0.118
C 4.7443 3.6688 -3.9213 -0.18 0.09 0.14 -0.665
C -1.2431 -2.7171 2.6362 -0.34 2.26 2.37 -0.031
C 1.4047 0.5927 -1.1193 -1.36 -0.11 -0.30 -0.034
C -2.5458 -5.8090 7.0295 0.11 -0.24 0.00 -0.689
C -0.5136 -0.2864 3.0895 -1.47 -2.07 1.12 -0.025
C -2.6230 -0.3215 9.2999 -0.11 -0.31 0.00 -0.674
C 1.9594 -0.7163 -0.4224 2.44 0.90 0.31 -0.330
H -2.4762 -0.0171 -3.5225 0.93 -0.40 -0.19 0.127
H -0.5037 -0.7545 0.2518 0.48 -0.79 0.45 0.106
H 0.0641 -2.4595 0.3469 0.37 0.59 0.60 0.127
H 1.6048 6.2053 -6.0573 -0.03 -0.06 0.08 0.058
H 5.7501 4.0634 -4.0468 -0.07 -0.08 -0.03 0.054
H -3.7092 0.3926 7.5516 0.06 -0.05 0.09 0.052
H -2.0942 -4.8314 7.1865 -0.16 -0.03 0.04 0.032
H 0.0254 0.6119 2.7171 -0.48 -0.84 0.42 0.112
H 0.1753 4.8802 -4.3230 0.10 0.04 -0.05 0.033
H -1.9265 0.0529 10.0466 -0.06 0.06 -0.11 0.051
H -2.5029 -3.6760 4.2106 0.69 1.38 -0.09 0.029
H 2.1993 1.3722 -1.2911 -0.70 -0.87 0.22 0.103
H -4.5303 -6.7150 6.9154 0.16 0.03 -0.01 0.051
H 1.9225 4.5774 -4.2746 -0.08 0.03 -0.06 0.020
H -3.4002 -0.9037 9.7945 0.00 0.08 -0.05 0.058
H 0.6353 1.0353 -0.4301 0.68 -0.23 -0.65 0.137
H -3.9579 1.3398 9.0327 0.04 -0.08 0.01 0.058
H 4.1390 4.3944 -3.3762 0.00 -0.05 -0.03 0.041
H 3.2089 2.6667 -5.0995 0.08 0.06 0.00 0.005
H -4.2045 -5.7793 8.3882 0.05 0.01 -0.06 0.058
H 0.4014 -0.4071 -6.7730 -0.02 -0.41 1.00 0.132
H -2.0260 -6.5466 7.6404 -0.06 0.03 -0.02 0.059
H 2.2490 7.1351 -4.6875 -0.07 -0.08 0.04 0.050
H -0.4722 -1.5379 -2.0390 0.37 1.02 -0.41 0.127
H 4.0978 -1.4554 -0.1683 -0.52 0.73 0.01 0.082
H 3.9627 0.1829 -0.9731 -0.42 -0.91 0.56 0.002
H 0.6587 -1.5463 -5.3183 -0.50 0.68 -0.40 0.124
H -1.2480 -3.5955 1.9544 0.05 0.81 0.67 0.104
H -2.4647 -1.4897 5.7661 0.61 -0.38 -1.43 0.003
H -1.7826 -1.6054 -3.9790 0.38 1.05 0.13 0.119
H 2.4616 0.2098 -3.4124 -0.26 -0.33 0.06 0.100
H -1.2235 0.0286 -1.6331 0.75 -0.41 -0.77 0.128
H 3.8052 4.1938 -5.7801 0.04 -0.01 0.08 0.057
H 1.8849 -1.6441 -1.0457 -0.50 0.78 0.43 0.147
H -1.7324 0.4150 -5.6732 1.08 0.22 0.65 0.149
H 3.6994 0.0433 0.7854 -0.36 -0.62 -0.89 0.097
H -1.2068 0.6012 5.0013 -0.10 -1.10 -0.44 0.076
```
Positions in Å, forces in eV/Å.

***

(2)
# C18H28N3O2

5 unconnected molecules or ions with the total composition C18H28N3O2 (ωB97M-V/def2-TZVPD, OMol25).

Calculated values
HOMO (spin up / spin down): 0.110 / -0.005 hartree
electronic energy: -27678.0217 eV
HOMO-LUMO gap (spin up / spin down): 0.0571 / 0.1677 Eh
lowest unoccupied orbital energy (spin up / spin down): 4.544 / 4.431 eV
spin multiplicity: 2
net charge: -2
⟨S²⟩: 0.750

Structure (XYZ):
```
51
Properties=species:S:1:pos:R:3:forces:R:3:lowdin_charge:R:1
O 1.3061 -2.0951 -3.9956 -0.55 -0.82 -3.93 -0.111
O -1.9243 0.4907 -3.0982 0.46 -0.24 1.82 -0.453
N 2.2248 2.2610 1.8978 1.16 -0.86 -4.16 0.064
N -1.5633 -2.9844 0.3411 0.40 -0.57 0.41 0.000
N -3.3208 3.1538 2.7034 -0.56 -1.98 0.82 -0.008
C -2.0412 2.7688 2.5467 1.51 0.28 -1.11 -0.270
C 3.3795 1.7689 2.3472 1.03 0.20 3.45 -0.300
C -2.1085 -3.0846 2.5645 1.69 0.89 -2.68 -0.144
C -1.4357 0.4949 -1.7744 -0.98 1.04 -2.26 -0.559
C -1.2989 3.8762 2.1677 -1.77 0.09 1.48 -0.119
C 1.5207 -1.5771 -2.7431 -0.46 0.33 0.96 -0.228
C 4.2236 1.3423 1.3453 1.67 -0.76 2.49 -0.172
C 2.3918 2.0618 0.5302 -3.37 1.02 -1.84 -0.164
C -2.8753 -2.8531 0.4342 -2.93 1.30 0.84 -0.191
C -3.4650 4.4973 2.6011 -1.85 -0.75 1.14 -0.259
C -3.2533 -2.7600 1.7707 0.55 -1.55 0.13 -0.148
C 3.5557 1.4605 0.1689 -1.55 0.79 -0.96 -0.149
C 1.8692 -3.3990 -4.1547 0.06 0.56 0.78 -0.204
C -2.2546 4.9493 2.3515 3.85 1.97 -1.68 -0.190
C -1.7607 1.7877 -0.9757 0.31 -0.45 -0.66 -0.138
C 3.0168 -3.3051 -3.1689 0.30 -2.67 -1.74 -0.218
C -1.0351 -3.1270 1.6026 -0.75 -0.83 0.79 -0.151
C 2.3866 -2.6024 -2.0939 -0.48 1.47 3.52 -0.231
H -1.1246 -3.0867 -0.5628 0.39 0.20 0.44 0.144
H -0.2491 3.9811 1.9367 -0.17 -0.09 0.00 0.057
H -3.5480 -2.6977 -0.3964 0.41 0.04 -0.23 0.110
H -2.8209 2.0132 -0.8610 -0.23 -0.57 0.39 0.048
H 2.2172 -3.7017 -5.1423 -0.16 0.91 -0.45 0.108
H -0.0075 -3.4589 1.5850 0.07 0.32 0.77 0.078
H -1.9216 5.9712 2.2462 -0.40 0.23 -0.08 0.072
H 1.1486 -4.1739 -3.8934 -0.29 -0.10 0.40 0.109
H 3.8166 -2.7974 -3.7079 0.37 -0.08 0.51 0.123
H 1.7187 -3.2427 -1.5178 0.16 -0.49 -0.01 0.111
H -3.9555 2.4715 3.0930 -0.43 0.34 -0.12 0.074
H 0.5313 -1.5138 -2.2903 0.19 0.64 0.40 0.109
H 3.2143 -4.3205 -2.8252 1.01 -0.07 -0.26 0.110
H -0.3510 0.3918 -1.7436 0.99 0.36 -0.05 0.036
H 2.0300 -0.6138 -2.7719 -0.32 0.27 -0.25 0.125
H -1.6987 -0.3707 -1.1665 -0.86 -0.59 0.46 0.046
H -1.2186 1.7230 -0.0323 -0.23 0.36 0.32 0.028
H 5.2423 0.9900 1.4139 -0.09 -0.20 0.56 0.077
H 3.7947 1.1141 -0.8258 0.12 0.27 0.08 0.092
H -4.2549 -2.7161 2.1723 -0.03 0.30 -0.28 0.066
H 1.6266 2.3282 -0.1839 -0.35 0.06 0.26 0.101
H 3.3765 1.8079 3.4265 1.20 -0.35 0.12 0.061
H 3.0499 -2.1588 -1.3513 0.18 0.02 0.00 0.116
H -1.4355 2.6568 -1.5476 0.55 0.02 -0.09 0.047
H 1.4482 2.6913 2.3793 0.15 -0.27 0.03 0.098
H -2.0487 -3.1231 3.6422 0.18 -0.02 -0.17 0.056
H -1.7294 1.7406 2.6563 -0.25 -0.01 -0.10 0.070
H -4.3891 4.9696 2.9002 0.08 0.05 -0.25 0.075
```
Positions in Å, forces in eV/Å.

***

(3)
# C24F20GeS5SbTc

A molecular structure, C24F20GeS5SbTc (ωB97M-V/def2-TZVPD, OMol25).

Calculated values
HOMO: -0.544 hartree
electronic energy: -198644.6283 eV
HOMO-LUMO gap: 0.2025 Eh
lowest unoccupied orbital energy: -9.296 eV
net charge: +2
relative energy (zero: lowest compared OMol25 entry of this formula, charge and spin): 9.0 kcal per mole

Structure (XYZ):
```
52
Properties=species:S:1:pos:R:3:forces:R:3:lowdin_charge:R:1
Sb -0.6509 -1.5697 2.9039 -0.17 -0.02 -0.30 0.440
Tc 0.2035 0.5891 -0.0301 -0.11 -0.03 0.18 0.428
Ge -2.3442 4.1276 -1.6039 -0.02 -0.01 0.00 1.099
S -0.6487 2.4033 -0.5412 0.10 -0.04 -0.10 0.450
S 0.4599 0.3809 2.2004 0.05 0.04 -0.08 0.112
S -1.1589 -1.0054 -0.4581 0.02 0.01 -0.01 0.179
S -0.6054 -2.4968 4.8445 -0.01 -0.06 0.12 0.158
S -1.9363 -2.2508 1.0666 0.14 0.05 0.18 0.123
F -3.6049 3.2244 0.9545 0.00 0.00 0.00 0.085
F -7.3396 1.6186 -3.7540 -0.02 -0.01 0.00 0.189
F -1.7701 7.1187 -0.9417 0.00 -0.02 0.00 0.129
F -0.3250 4.8559 -6.3821 0.00 0.00 0.00 0.172
F -2.2731 4.0448 -4.7044 0.02 0.01 0.02 0.127
F -3.7324 7.2769 3.2940 0.00 0.01 0.03 0.193
F -3.2614 0.9266 -1.5746 0.03 -0.02 0.03 0.023
F 2.1181 2.2114 -2.0594 -0.01 0.04 -0.02 0.087
F 0.3949 5.2742 -1.0250 -0.01 0.02 0.00 0.080
F 4.1923 -2.7061 -1.0476 0.00 -0.01 0.00 0.180
F -4.4674 5.2488 -2.9258 -0.01 -0.02 0.01 0.105
F -5.5629 -0.0414 -2.5730 0.00 0.00 0.00 0.157
F -4.3123 4.6367 3.1617 -0.01 -0.01 0.03 0.162
F 1.8246 -2.0178 0.0477 -0.02 -0.03 0.01 0.061
F 4.4581 1.4890 -3.1393 0.02 0.03 -0.02 0.178
F -2.4556 8.5160 1.2645 0.00 0.00 0.00 0.174
F 5.4792 -0.9431 -2.6276 0.03 -0.01 -0.02 0.221
F -6.8284 4.2777 -3.9408 0.00 0.00 -0.01 0.176
F 1.9698 5.8723 -5.3839 0.01 0.01 -0.01 0.195
F 2.3456 6.0849 -2.7155 0.00 0.00 -0.01 0.168
C 1.0198 5.4909 -4.5655 -0.01 0.00 0.00 -0.102
C -6.2205 2.1059 -3.2706 0.01 0.00 0.00 -0.107
C -3.3312 4.5356 1.0292 0.02 0.02 -0.01 -0.223
C 4.3351 -0.6115 -2.1030 -0.01 0.00 0.02 -0.088
C -4.7721 3.9396 -2.8504 0.01 0.01 -0.01 -0.220
C -3.6933 5.2354 2.1590 0.01 0.00 -0.02 -0.130
C 3.8027 0.6531 -2.3616 -0.03 -0.01 0.03 -0.129
C 1.2106 5.6058 -3.1914 0.00 0.00 0.02 -0.130
C 2.4607 -1.1504 -0.7411 0.04 0.03 -0.01 -0.232
C -2.7293 7.2287 1.1850 0.01 0.00 -0.01 -0.124
C 1.8870 0.1158 -0.9667 -0.02 0.04 0.01 -0.198
C -5.9602 3.4688 -3.3687 0.02 0.00 0.01 -0.124
C 0.2026 5.1974 -2.3466 0.00 -0.01 0.00 -0.253
C -2.6700 5.1417 -0.0329 -0.02 -0.01 0.06 -0.155
C -1.1494 4.5544 -4.2038 -0.01 -0.01 0.00 -0.201
C -3.3901 6.5920 2.2297 0.01 0.00 -0.02 -0.105
C -0.9956 4.6724 -2.8246 0.03 0.00 -0.03 -0.171
C -0.1610 4.9645 -5.0778 -0.01 -0.01 0.00 -0.125
C -2.3752 6.4972 0.0670 -0.01 0.00 -0.02 -0.207
C -4.1262 1.7676 -2.1580 -0.01 0.02 -0.01 -0.209
C -5.3049 1.2539 -2.6647 0.01 -0.01 0.00 -0.125
C 3.6648 -1.5232 -1.2851 -0.01 0.00 0.00 -0.130
C -3.8392 3.1150 -2.2429 -0.04 0.02 -0.02 -0.140
C 2.5996 1.0045 -1.7950 0.04 -0.03 -0.02 -0.219
```
Positions in Å, forces in eV/Å.

***

Computed values of max |F| (unit: eV Å⁻¹) for the preceding records, in sequence: 4.06, 4.64, 0.35.